1.
Molecular formula: C11H13F3NO7S
Method: DFT, ωB97M-V/def2-TZVPD

E_tot in Ha: -1706.1588
HOMO energy in Eh: -0.159
Gap between HOMO and LUMO in eV: 6.98
Net charge: -1

Geometry as XYZ:
```
36
C11H13F3NO7S, DFT ωB97M-V/def2-TZVPD
C 2.39698 1.77364 1.63378
O 1.38958 1.74748 0.60898
C 0.19329 1.13373 1.03497
C -0.83518 1.97698 1.95284
O -2.04192 1.77255 2.11853
O -0.17319 3.00391 2.44454
C -1.08287 3.87854 3.12352
C 0.37462 -0.32840 1.59221
O -0.44472 -0.94500 2.27312
O 1.51878 -0.92773 1.23284
C 1.60595 -2.26242 1.78463
H 3.07769 2.56887 1.37795
H 1.84307 1.97197 2.54199
H 2.90606 0.80544 1.70053
H -0.46755 4.74669 3.19858
H -1.99118 4.00488 2.51082
H -1.32446 3.37677 4.07206
H 2.45319 -2.73638 1.27112
H 1.75696 -2.21212 2.86899
H 0.67139 -2.76917 1.56800
F 0.43271 3.01202 -1.68906
C 0.13836 1.67826 -1.58007
F -0.75637 1.29838 -2.51051
F 1.26126 0.97945 -1.75230
S -1.05529 1.46535 -0.14374
N -0.52696 -1.31234 -2.43879
C 0.04453 -2.48504 -2.16747
O 0.89602 -2.83825 -1.39063
C -0.60105 -3.50796 -3.18194
C -1.86789 -2.79911 -3.63757
C -1.81775 -1.47505 -2.81383
O -2.84033 -0.81555 -2.66849
H 0.12886 -3.51206 -4.00778
H -0.74694 -4.47977 -2.72399
H -1.71929 -2.43676 -4.66729
H -2.79635 -3.35178 -3.53657
```


2.
Molecular formula: C11H13FN3
Method: DFT, ωB97M-V/def2-TZVPD

Energy relative to the best compared isomer or geometry (same formula, charge and spin) in kJ/mol: 400.5
E_tot in Ha: -690.6453
HOMO energy (spin up / spin down) in Eh: -0.463 / -0.463
Gap between HOMO and LUMO (spin up / spin down) in eV: 7.12 / 7.12
Net charge: +1

Geometry as XYZ:
```
28
C11H13FN3, DFT ωB97M-V/def2-TZVPD
C 1.69847 0.54247 -1.15761
C 1.88764 1.61370 -1.98043
C -0.46526 2.36734 -1.76311
C 0.44007 0.31007 -0.60681
C -0.62471 1.40537 -0.74076
C 0.77014 2.42340 -2.30512
C -0.04230 -0.78069 0.04890
C 0.34302 -1.78426 1.17499
C 0.41455 -3.27561 0.76800
C 1.58864 -1.41508 1.93463
C -2.85576 1.90417 0.13800
N -1.62965 1.28319 0.09522
N -1.30797 -0.68438 0.54144
N -0.90215 -1.39294 1.62478
F 0.94749 3.33786 -3.23270
H 2.60395 -0.10541 -0.84225
H 2.79826 1.91844 -2.39843
H -1.40498 2.98948 -2.08985
H 1.53100 -3.58718 0.58152
H -0.25813 -3.56666 -0.01100
H 0.03556 -4.01498 1.55459
H 1.57869 -0.35473 2.00633
H 2.34010 -1.75806 1.26249
H 1.62931 -1.99895 2.78505
H -3.34946 1.85514 1.15296
H -2.84903 2.96757 -0.20062
H -3.39376 1.55624 -0.64611
H -1.52374 -1.75551 2.30588
```


3.
Molecular formula: C11H13MnN3O5P
Method: DFT, ωB97M-V/def2-TZVPD

Energy relative to the best compared isomer or geometry (same formula, charge and spin) in kJ/mol: 0.0
E_tot in Ha: -2459.2664
HOMO energy (spin up / spin down) in Eh: -0.292 / -0.454
Gap between HOMO and LUMO (spin up / spin down) in eV: 4.36 / 7.07
Spin multiplicity: 6
Net charge: +1

Geometry as XYZ:
```
34
C11H13MnN3O5P, DFT ωB97M-V/def2-TZVPD
O -0.56318 -2.41624 -5.52409
C -0.99359 -2.41953 -4.42859
Mn -1.90500 -2.40731 -2.96147
O -2.77251 0.43155 -2.79102
C -2.49733 -0.70527 -2.91540
C -2.13559 -3.19819 -1.31152
O -2.37207 -3.53928 -0.23028
C 0.77822 -1.37091 -1.58580
O 1.45869 -2.17543 -2.13193
C -3.24703 -3.33989 -3.65685
O -4.18887 -3.84556 -4.13444
H 2.21076 -0.52511 -0.82911
C 1.13862 1.24845 3.11618
N 1.66919 2.17790 2.08703
C 0.50828 2.82914 1.42535
N -0.42667 1.85047 0.80439
C -0.88733 0.89703 1.84984
N 0.23138 0.21351 2.54443
C 0.94367 -0.72837 1.65961
P 1.61327 0.21479 0.23888
C 2.55608 1.49843 1.12331
C 0.16940 1.17345 -0.35156
H 0.54459 1.84869 3.82569
H 1.97435 0.75933 3.63470
H 0.87042 3.53145 0.66070
H -0.06334 3.35687 2.20684
H -1.55408 0.14680 1.40017
H -1.42670 1.49725 2.59945
H 1.77794 -1.18879 2.21250
H 0.25351 -1.51474 1.32689
H 2.93789 2.23124 0.40035
H 3.39551 1.03952 1.66466
H -0.55077 0.51537 -0.85978
H 0.55227 1.91336 -1.06913
```